*i*
Formula: H41O20
Source: the OMol25 dataset
Level of theory: ωB97M-V with the def2-TZVPD basis set

Structure (XYZ):
```
61
Properties=species:S:1:pos:R:3:lowdin_charge:R:1
O -0.672 -0.518 0.333 -0.042
H 1.308 4.221 -3.391 0.036
O -2.312 -1.002 -3.518 -0.039
H -2.643 -0.153 -3.225 0.028
H -2.681 -1.243 -4.366 0.043
O -4.841 -0.967 0.776 -0.084
H -4.427 -1.868 0.789 0.010
H -5.732 -1.359 0.712 0.069
O 0.991 -4.142 2.236 -0.071
H 0.429 -3.621 2.821 0.025
H 2.792 -2.207 -2.093 0.157
O 0.322 -2.284 -4.845 -0.042
H -4.222 3.544 1.295 0.066
H 1.539 -4.727 2.756 0.024
O -3.558 2.934 1.614 -0.031
H -4.716 -0.909 -1.912 0.030
H -3.938 2.338 2.259 0.054
O -4.686 0.035 -1.779 -0.053
H -4.158 0.355 -1.052 0.009
H -0.928 -2.620 -2.039 0.062
O 3.291 -0.129 -2.287 -0.072
H 3.715 0.533 -1.714 0.048
H 2.733 0.246 -2.981 0.068
O 4.666 -1.338 -0.630 -0.053
H 5.480 -1.036 -1.050 0.067
H -0.599 -2.161 -5.205 0.090
O -0.542 2.995 -2.409 -0.105
H -0.969 2.748 -1.516 -0.022
H -1.003 2.352 -2.968 0.032
O 2.152 3.267 1.742 -0.052
H 3.099 3.244 1.870 0.040
H -0.414 -1.448 0.350 0.027
O 3.478 2.754 -0.593 -0.068
H 3.247 3.494 -1.176 0.037
H 2.529 2.526 -0.560 0.025
O -2.994 -2.884 1.404 -0.060
H -3.056 -1.947 1.692 0.039
H -3.597 -3.439 1.919 0.070
O 2.017 3.641 -3.105 -0.064
H -1.477 -0.513 0.851 0.015
H 1.557 2.807 -2.989 -0.002
O 2.259 -2.215 -1.263 0.197
H 1.823 2.441 1.399 0.008
H 1.798 -1.380 -1.006 0.155
O -1.452 2.235 -0.213 -0.073
H -2.374 2.285 0.237 0.077
H -0.928 2.656 0.507 0.088
O 1.473 1.400 5.870 -0.052
H 1.244 2.041 5.190 0.018
H 1.262 0.580 5.415 0.014
O 0.003 -2.611 -2.286 -0.079
H 1.406 -2.680 -1.561 0.100
H -0.026 -2.716 -3.314 0.052
O -1.424 2.332 4.573 -0.042
H -1.375 3.079 3.967 0.040
H -1.710 1.516 4.167 0.020
O 2.322 -3.069 4.658 -0.045
H 3.088 -3.092 4.092 0.036
H 2.054 -2.252 5.082 0.036
H 0.772 -2.851 -5.488 0.083
H 4.901 -1.957 0.063 0.055
```

Properties
* LUMO: -2.963 eV
* spin multiplicity: 1
* HOMO: -12.96 eV
* total charge: +1

*ii*
Formula: H41O20
Source: the OMol25 dataset
Level of theory: ωB97M-V with the def2-TZVPD basis set

Structure (XYZ):
```
61
Properties=species:S:1:pos:R:3:lowdin_charge:R:1
O 1.465 1.942 3.868 0.107
H -3.293 0.850 4.477 0.052
O -0.393 -1.336 -5.426 -0.045
H -1.251 -0.939 -5.364 0.029
H 2.777 -3.065 -3.308 0.101
O -0.728 1.771 1.606 -0.052
H -1.124 1.147 2.270 0.051
H -1.238 1.695 0.741 0.089
O -2.366 0.716 -1.110 -0.068
H -3.008 1.144 -1.662 0.051
H -0.975 -4.267 0.879 0.003
O 1.496 1.549 -3.712 -0.031
H 0.476 2.863 1.658 0.054
H -1.957 -0.078 -1.473 -0.002
O 1.193 3.509 1.985 -0.010
H -4.162 -3.499 0.354 0.012
H 1.123 1.653 -4.604 0.099
O -1.047 -1.592 -1.582 -0.054
H -2.704 0.863 3.080 -0.021
H -3.518 -4.878 0.989 0.060
O 2.778 2.067 1.159 -0.067
H 3.595 2.455 0.813 0.069
H 2.946 1.172 0.723 0.122
O -4.471 1.784 0.625 -0.018
H -3.910 2.194 -0.011 0.023
H 2.397 1.685 -3.468 0.038
O 3.384 3.242 -1.792 -0.051
H 3.959 4.003 -1.722 0.064
H 2.412 3.307 -1.838 -0.023
O 2.748 -3.890 1.487 -0.101
H 3.723 -3.766 1.749 0.082
H -0.487 -1.815 -2.325 0.042
O 0.810 3.973 -1.353 -0.005
H 1.424 4.628 -1.657 0.049
H 1.241 3.112 -1.304 0.006
O -2.880 -0.605 1.058 -0.063
H -3.389 0.215 1.033 -0.015
H -2.255 -0.731 0.342 0.003
O -0.770 -1.423 3.895 -0.051
H -0.372 -2.294 -5.336 0.042
H -0.977 -1.764 4.761 0.036
O -2.581 1.214 3.956 -0.040
H 2.480 -2.963 1.396 -0.007
H 0.884 1.231 3.537 0.110
O -0.493 -4.674 0.178 -0.042
H 2.600 -1.579 -1.127 0.034
H -1.023 -4.760 -0.619 0.035
O 2.171 -2.016 -0.349 -0.100
H 1.965 -2.917 -0.603 0.026
H -1.162 -1.980 3.212 0.034
O -3.813 -4.362 0.201 -0.061
H 1.047 2.425 4.631 0.167
H -0.263 -1.616 -1.002 0.051
O 3.201 -2.653 -2.493 -0.068
H 1.399 2.617 2.814 0.078
H 3.370 -1.854 -3.021 0.057
O 0.186 0.505 -1.833 -0.098
H 0.513 1.294 -2.312 0.004
H 0.360 -0.035 -2.619 0.027
H 1.909 3.535 1.238 0.124
H -4.583 2.183 1.486 0.059
```

Properties
* LUMO: -2.785 eV
* spin multiplicity: 1
* HOMO: -12.58 eV
* total charge: +1

*iii*
Formula: H41O20
Source: the OMol25 dataset
Level of theory: ωB97M-V with the def2-TZVPD basis set

Structure (XYZ):
```
61
Properties=species:S:1:pos:R:3:lowdin_charge:R:1
O 3.245 -3.494 -2.495 -0.083
H -0.248 1.175 1.475 0.081
O -3.147 -3.473 -1.858 -0.103
H -2.827 -4.218 -2.422 0.052
H -4.070 -3.698 -1.532 0.073
O 2.441 -1.160 2.431 0.008
H 2.493 -1.939 1.850 0.059
H 2.478 -0.996 3.297 0.003
O 2.892 -2.866 -0.029 -0.031
H 2.704 -2.482 -0.847 -0.029
H -3.247 -2.671 4.626 0.017
O 0.746 4.565 -2.178 -0.069
H -5.695 0.228 -2.795 0.053
H 3.483 -3.596 -0.223 0.048
O -5.247 -0.552 -3.194 -0.063
H 2.002 1.304 -1.108 0.175
H -4.328 -0.539 -2.942 0.007
O 1.112 1.729 -1.491 0.046
H -1.858 -2.514 4.542 0.000
H 2.988 0.918 1.132 0.052
O -4.647 -0.917 1.533 -0.064
H -5.297 -1.668 1.672 0.080
H -3.776 -1.267 1.570 -0.007
O -1.714 2.302 -1.025 -0.037
H -2.176 1.853 -0.318 0.016
H 0.372 4.727 -1.263 0.064
O -0.181 1.698 4.867 -0.078
H -0.636 2.279 5.533 0.070
H 0.567 2.199 4.555 0.014
O 4.812 1.424 0.011 -0.059
H 5.015 0.836 0.734 0.039
H 0.364 1.774 -0.673 0.191
O -4.544 2.931 0.162 -0.035
H -4.933 2.192 0.606 0.020
H -5.355 3.275 -0.228 0.049
O -0.179 0.410 -3.193 -0.063
H -0.381 -0.556 -3.430 0.108
H -1.090 0.664 -2.982 0.065
O -0.994 0.809 0.910 -0.054
H 3.536 2.587 -2.971 0.038
H -1.322 0.118 1.479 0.051
O -2.467 -3.126 4.904 -0.022
H 5.128 1.208 -0.905 0.083
H 3.690 -3.004 -3.199 0.054
O 2.993 1.964 -3.427 -0.020
H 0.879 1.058 -2.189 0.065
H 2.368 2.378 -4.023 0.056
O -0.590 -1.655 -1.735 -0.007
H -0.522 -2.542 -1.925 0.004
H 0.019 -1.396 -1.044 0.043
O 2.085 0.700 0.769 -0.123
H 2.770 -4.253 -3.002 0.118
H 1.847 -0.105 1.330 0.030
O 1.177 -3.653 3.591 -0.084
H 1.922 -3.249 4.074 0.030
H 0.921 -4.291 4.304 0.067
O 1.663 3.628 0.730 -0.039
H 2.475 3.177 1.082 0.063
H 1.429 2.965 0.092 -0.048
H 0.874 3.618 -2.313 -0.014
H -2.019 3.184 -0.902 0.038
```

Properties
* LUMO: -2.818 eV
* spin multiplicity: 1
* HOMO: -13.29 eV
* total charge: +1

Verdict on stability: *ii* comes out at the bottom.

*i*
Formula: C2H3O2P
Source: the OMol25 dataset
Level of theory: ωB97M-V with the def2-TZVPD basis set

Structure (XYZ):
```
8
Properties=species:S:1:pos:R:3:lowdin_charge:R:1
C 0.346 -0.618 0.391 -0.348
C 0.863 0.443 -0.341 -0.101
O -0.671 -1.333 -0.181 -0.302
O -1.996 0.652 0.796 -0.451
P -1.489 0.255 -0.516 0.897
H 0.616 -1.048 1.382 0.139
H 1.676 1.118 -0.011 0.072
H 0.654 0.532 -1.519 0.094
```

Properties
* LUMO: 0.078 eV
* spin multiplicity: 1
* HOMO: -9.64 eV

*ii*
Formula: C2H3O2P
Source: the OMol25 dataset
Level of theory: ωB97M-V with the def2-TZVPD basis set

Structure (XYZ):
```
8
Properties=species:S:1:pos:R:3:lowdin_charge:R:1
C -1.427 -0.021 -0.724 0.012
C -0.443 0.347 0.057 -0.292
O 0.735 -0.463 0.245 -0.375
P 2.149 0.059 0.996 0.847
O 3.049 -1.077 1.035 -0.438
H -2.173 0.771 -0.722 0.066
H -1.387 -1.002 -1.239 0.088
H -0.503 1.386 0.353 0.094
```

Properties
* LUMO: -0.321 eV
* spin multiplicity: 1
* HOMO: -10.16 eV

Verdict on stability: *i* comes out at the bottom.

*i*
Formula: C4H12NOS
Source: the OMol25 dataset
Level of theory: ωB97M-V with the def2-TZVPD basis set

Structure (XYZ):
```
19
Properties=species:S:1:pos:R:3:lowdin_charge:R:1
C -0.560 -0.572 -1.423 -0.311
N -0.452 0.128 -0.165 -0.117
C 0.932 0.294 0.327 -0.352
C 0.990 0.342 1.839 -0.822
S 2.348 1.335 2.519 0.068
C -0.240 -2.076 -1.457 -0.105
H -1.595 -0.476 -1.772 0.098
H -0.004 -0.037 -2.193 0.108
H -0.947 -0.418 0.536 0.100
H 1.347 1.216 -0.086 0.078
H 1.582 -0.510 -0.063 0.099
H 1.064 -0.675 2.220 0.026
H 0.019 0.746 2.168 0.030
H -0.658 -2.577 -0.586 0.068
H -0.681 -2.492 -2.368 0.059
H 0.821 -2.272 -1.577 0.055
H -1.413 1.928 0.507 -0.009
H -0.859 3.267 0.904 0.027
O -1.695 2.849 0.670 -0.100
```

Properties
* LUMO: 3.398 eV
* spin multiplicity: 1
* HOMO: -2.49 eV
* total charge: -1

*ii*
Formula: C4H12NOS
Source: the OMol25 dataset
Level of theory: ωB97M-V with the def2-TZVPD basis set

Structure (XYZ):
```
19
Properties=species:S:1:pos:R:3:lowdin_charge:R:1
C -2.337 -0.336 0.704 -0.176
N -1.415 0.241 -0.244 -0.102
C -0.065 -0.382 -0.299 -0.538
C 0.881 0.492 -1.111 -0.703
S 2.639 0.093 -0.695 0.105
C -0.080 -1.835 -0.768 -0.109
H -2.066 -0.027 1.718 0.070
H -3.343 0.050 0.516 0.068
H -2.355 -1.429 0.796 0.053
H -1.760 0.106 -1.191 0.096
H 0.364 -0.440 0.701 0.098
H 0.752 0.276 -2.175 0.035
H 0.723 1.531 -0.821 0.032
H -0.401 -2.025 -1.803 0.072
H -0.840 -2.382 -0.186 0.046
H 0.901 -2.260 -0.569 0.043
H 2.298 2.492 2.330 0.023
H 3.220 2.678 1.160 -0.001
O 2.881 3.157 1.936 -0.112
```

Properties
* LUMO: 3.609 eV
* spin multiplicity: 1
* HOMO: -2.64 eV
* total charge: -1

Verdict on stability: *ii* comes out at the bottom.

*i*
Formula: C4H12NOS
Source: the OMol25 dataset
Level of theory: ωB97M-V with the def2-TZVPD basis set

Structure (XYZ):
```
19
Properties=species:S:1:pos:R:3:lowdin_charge:R:1
C -1.434 0.642 0.081 -0.362
C -1.352 1.346 -1.297 -0.866
S -1.833 3.051 -1.100 0.084
C -0.662 -0.675 0.026 -0.319
N 0.608 -0.669 0.692 -0.163
C 1.390 0.577 0.332 -0.079
H -1.088 1.382 0.914 0.092
H -2.533 0.386 0.308 0.106
H -2.197 0.918 -2.060 0.073
H -0.511 1.261 -1.879 -0.023
H -1.441 -1.409 0.537 0.127
H -0.596 -1.076 -1.032 0.116
H 0.546 -0.949 1.649 0.084
H 1.572 0.553 -0.850 0.132
H 2.120 0.837 1.005 0.037
H 0.684 1.411 0.370 0.038
H 1.788 -2.526 0.118 0.116
H 2.269 -2.264 1.455 -0.008
O 2.669 -2.795 0.732 -0.186
```

Properties
* LUMO: 3.376 eV
* spin multiplicity: 1
* HOMO: -2.32 eV
* total charge: -1

*ii*
Formula: C4H12NOS
Source: the OMol25 dataset
Level of theory: ωB97M-V with the def2-TZVPD basis set

Structure (XYZ):
```
19
Properties=species:S:1:pos:R:3:lowdin_charge:R:1
N -2.370 -0.625 -0.536 -0.038
C -1.907 -1.941 -0.368 -0.426
O -1.819 -2.481 1.003 -0.174
H -3.310 -0.595 -0.130 0.066
H -1.701 -0.041 -0.046 -0.074
H -2.590 -2.678 -0.958 0.117
H -0.878 -1.966 -0.834 0.096
H -1.184 -1.876 1.424 -0.092
C 1.720 0.645 -1.156 -0.156
C 1.407 1.730 -0.130 -0.376
C 1.250 1.160 1.311 -0.762
S -0.118 0.038 1.541 0.403
H 2.694 0.226 -0.856 0.068
H 1.799 1.036 -2.142 0.041
H 0.990 -0.159 -1.085 0.034
H 2.240 2.469 -0.130 0.086
H 0.472 2.288 -0.435 0.102
H 1.096 2.101 1.927 0.045
H 2.209 0.670 1.598 0.041
```

Properties
* LUMO: 4.098 eV
* spin multiplicity: 1
* HOMO: -3.04 eV
* total charge: -1

Verdict on stability: *i* comes out at the bottom.